# C28H25BrHoNP

A molecular structure, C28H25BrHoNP at a distorted geometry (wB97M-V/def2-TZVPD, the Open Molecules 2025 dataset).

**2S+1**: 5
**Total charge**: -1
**E**: -136065.27075 eV
**HOMO level (alpha / beta)**: -4.01 / -4.07 eV

Geometry (Å):
1 C -1.0611 -1.6474 -4.3582
2 C -1.3234 -2.7265 -3.4542
3 C -2.1097 -2.2217 -2.3703
4 H -1.0158 -3.7650 -3.5856
5 C -2.3174 -0.8122 -2.5945
6 C -1.6759 -0.4665 -3.8241
7 H -1.7047 0.5148 -4.2995
8 H -0.5302 -1.7235 -5.3031
9 H -2.5263 -2.8073 -1.5518
10 H -2.8912 -0.1446 -1.9554
11 Ho 0.1418 -1.1730 -2.1983
12 Br 1.3394 -3.3877 -1.5168
13 C 2.6631 0.5941 -2.3492
14 C 1.7037 1.3298 -3.1177
15 C 1.3832 0.5593 -4.2836
16 H 1.3303 2.3206 -2.8828
17 C 2.1481 -0.6576 -4.2433
18 C 2.9327 -0.6337 -3.0401
19 H 3.6344 -1.4028 -2.7168
20 H 3.1219 0.9146 -1.4322
21 H 0.7376 0.8738 -5.0960
22 H 2.1819 -1.4204 -5.0082
23 N -0.4206 -0.2253 -0.4471
24 P -0.2857 0.2431 1.0357
25 C 1.3237 1.0375 1.3449
26 C 2.3983 0.3142 1.8887
27 C 3.6793 0.8694 1.9091
28 C 3.9107 2.1234 1.3317
29 C 2.8476 2.8259 0.7487
30 C 1.5590 2.2997 0.7802
31 C -1.6225 1.3641 1.5324
32 C -2.4595 1.0932 2.6265
33 C -3.5544 1.9104 2.8913
34 C -3.8245 3.0169 2.0701
35 C -2.9862 3.2862 0.9757
36 C -1.9142 2.4468 0.6895
37 C -0.3474 -1.1005 2.2357
38 C -0.7836 -2.3514 1.7703
39 C -0.8432 -3.4253 2.6507
40 C -0.4805 -3.2636 3.9884
41 C -0.0462 -2.0098 4.4576
42 C 0.0224 -0.9303 3.5735
43 H 2.2374 -0.6862 2.2968
44 H 4.4991 0.3147 2.3626
45 H 4.9152 2.5454 1.3236
46 H 3.0258 3.7854 0.2619
47 H 0.7302 2.8640 0.3452
48 H -2.2553 0.2352 3.2729
49 H -4.2059 1.6885 3.7379
50 H -4.6796 3.6554 2.2771
51 H -3.1798 4.1563 0.3439
52 H -1.3058 2.6184 -0.2061
53 H -1.0354 -2.4674 0.7144
54 H -1.1746 -4.4042 2.2830
55 H -0.5276 -4.1094 4.6781
56 H 0.2423 -1.8801 5.5006
57 H 0.3786 0.0425 3.9364

Cartesian forces, eV/Å:
C -1.13 -0.39 0.34
C -1.06 0.26 -0.74
C -0.39 0.59 -0.84
H -0.01 0.48 0.11
C -0.41 -0.97 -0.97
C -0.71 -0.73 0.14
H 0.21 -0.34 0.28
H 0.01 0.07 0.36
H 0.31 0.23 -0.15
H 0.35 -0.19 -0.14
Ho 3.17 2.10 -0.95
Br 0.53 -1.27 0.59
C -0.62 -0.75 -1.22
C 0.23 -1.11 -0.25
C 0.77 -0.29 0.80
H -0.06 -0.15 0.00
C -0.07 0.97 1.08
C -0.54 0.74 -0.19
H -0.32 0.23 -0.09
H 0.01 0.02 0.24
H 0.00 -0.07 0.15
H -0.08 -0.04 0.06
N -0.24 1.17 2.84
P 0.17 -0.93 -2.35
C 0.31 0.20 0.17
C -0.02 0.29 -0.06
C -0.14 0.26 -0.21
C -0.35 -0.16 -0.02
C 0.13 -0.09 0.20
C 0.15 -0.12 0.12
C -0.36 0.21 0.29
C 0.20 0.17 -0.11
C -0.21 0.45 -0.30
C 0.53 -0.40 -0.03
C -0.29 -0.02 0.27
C -0.02 0.05 0.11
C -0.16 -0.46 0.29
C 0.25 0.37 0.25
C -0.09 -0.30 0.12
C 0.11 0.41 0.14
C -0.15 -0.27 -0.37
C -0.07 -0.31 0.29
H 0.07 0.35 -0.18
H -0.14 0.10 -0.14
H -0.22 -0.10 -0.02
H -0.02 -0.22 0.17
H 0.36 -0.21 0.10
H -0.10 0.33 -0.26
H 0.15 0.06 -0.22
H 0.15 -0.08 -0.03
H 0.00 -0.31 0.14
H -0.28 -0.13 0.36
H 0.09 0.09 0.29
H 0.18 0.41 0.19
H 0.01 0.24 -0.22
H -0.06 -0.07 -0.23
H -0.18 -0.37 -0.21

=====

# C53H45BrF9NP3PbSe2

A molecular structure, C53H45BrF9NP3PbSe2 (wB97M-V/def2-TZVPD, the Open Molecules 2025 dataset).

**Total charge**: +1
**E**: -315488.64889 eV
**HOMO level**: -10.71 eV
**Energy relative to the best compared isomer or geometry (same formula, charge and spin)**: 6.0 kcal per mole

Geometry (Å):
1 Pb 1.0853 -1.2191 1.1761
2 C 0.8816 1.8751 4.4730
3 C 0.2167 0.5611 4.1787
4 C 0.8405 -0.6383 4.5283
5 C 0.2421 -1.8588 4.2496
6 C -1.0021 -1.8969 3.6233
7 C -1.6404 -0.7142 3.2886
8 C -1.0303 0.5042 3.5605
9 H 1.9289 1.8445 4.1701
10 H 0.8551 2.0869 5.5438
11 H 0.3823 2.6928 3.9542
12 H 1.8060 -0.6089 5.0201
13 H 0.7293 -2.7805 4.5451
14 H -1.4857 -2.8466 3.4296
15 H -2.6163 -0.7416 2.8205
16 H -1.5401 1.4269 3.3075
17 Se 1.7277 0.4638 -0.9071
18 P 3.5973 0.9126 0.1536
19 Se 3.6000 0.0127 2.1308
20 C 3.8544 2.7087 0.1906
21 C 4.9299 3.1942 0.9311
22 C 5.2218 4.5472 0.9049
23 C 4.4388 5.4138 0.1536
24 C 3.3649 4.9282 -0.5775
25 C 3.0697 3.5730 -0.5628
26 C 4.9967 0.2530 -0.8112
27 C 4.8880 0.0794 -2.1875
28 C 5.9557 -0.4424 -2.9023
29 C 7.1310 -0.7830 -2.2471
30 C 7.2464 -0.5907 -0.8770
31 C 6.1786 -0.0809 -0.1549
32 H 5.5214 2.5123 1.5305
33 H 6.0670 4.9222 1.4667
34 H 4.6612 6.4725 0.1469
35 H 2.7591 5.6024 -1.1686
36 H 2.2368 3.1846 -1.1352
37 H 3.9711 0.3526 -2.6948
38 H 5.8712 -0.5834 -3.9718
39 H 7.9564 -1.2056 -2.8049
40 H 8.1678 -0.8394 -0.3670
41 H 6.2542 0.0435 0.9182
42 C -0.7945 -1.5541 -2.3816
43 P 0.0826 -2.6372 -1.1883
44 C 1.3640 -3.3659 -2.2793
45 C -1.1207 -3.9843 -0.9494
46 C -1.6768 -4.1790 0.3120
47 C -2.6424 -5.1553 0.5109
48 C -3.0491 -5.9482 -0.5513
49 C -2.4928 -5.7661 -1.8113
50 C -1.5339 -4.7861 -2.0122
51 H -1.3514 -2.1518 -3.1032
52 H -0.0733 -0.9208 -2.8990
53 H -1.4769 -0.9164 -1.8277
54 H 0.9695 -3.5355 -3.2810
55 H 1.7118 -4.3129 -1.8658
56 H 2.2019 -2.6698 -2.3441
57 H -1.3619 -3.5453 1.1346
58 H -3.0844 -5.2905 1.4897
59 H -3.8045 -6.7075 -0.3981
60 H -2.8139 -6.3838 -2.6398
61 H -1.1146 -4.6452 -3.0012
62 Br 5.3019 -6.9170 0.0721
63 C 4.2107 -5.4114 0.3637
64 C 2.9896 -5.5397 1.0111
65 C 2.2250 -4.4033 1.1868
66 N 2.6108 -3.1940 0.7731
67 C 3.7874 -3.0824 0.1547
68 C 4.6194 -4.1610 -0.0763
69 H 2.6376 -6.4987 1.3627
70 H 1.2585 -4.4683 1.6765
71 H 4.0790 -2.0912 -0.1684
72 H 5.5625 -4.0338 -0.5884
73 F -1.7662 6.8396 3.5139
74 C -2.7668 6.6133 2.6453
75 F -2.7194 7.5911 1.7178
76 F -3.9230 6.7567 3.3125
77 C -2.6562 5.2609 1.9976
78 C -3.7660 4.7229 1.3575
79 C -3.6621 3.5052 0.7075
80 C -2.4486 2.8208 0.6980
81 C -1.3428 3.3726 1.3390
82 C -1.4424 4.5924 1.9903
83 P -2.1999 1.2234 -0.1703
84 C -3.7685 0.3192 0.0897
85 C -4.4096 0.3858 1.3290
86 C -5.3869 -0.5340 1.6711
87 C -5.7296 -1.5405 0.7796
88 C -5.1159 -1.6157 -0.4612
89 C -4.1390 -0.6941 -0.7981
90 C -6.7235 -2.5905 1.1883
91 F -7.2700 -3.2081 0.1287
92 F -6.1276 -3.5474 1.9383
93 F -7.7213 -2.0819 1.9272
94 C -2.2358 1.8517 -1.8999
95 C -3.2359 1.6672 -2.8494
96 C -3.0155 2.0214 -4.1721
97 C -1.8021 2.5755 -4.5514
98 C -0.8287 2.8468 -3.5994
99 C -1.0489 2.4763 -2.2854
100 C -1.5284 2.8258 -6.0081
101 F -1.7268 1.7013 -6.7285
102 F -0.2596 3.2167 -6.2245
103 F -2.3333 3.7690 -6.5251
104 H -4.7076 5.2565 1.3756
105 H -4.5270 3.0864 0.2080
106 H -0.3958 2.8422 1.3241
107 H -0.5895 5.0165 2.5029
108 H -4.1468 1.1669 2.0317
109 H -5.8726 -0.4822 2.6370
110 H -5.3843 -2.3986 -1.1575
111 H -3.6577 -0.7796 -1.7628
112 H -4.1927 1.2438 -2.5737
113 H -3.7839 1.8531 -4.9163
114 H 0.0989 3.3176 -3.8941
115 H -0.2819 2.6531 -1.5409

Cartesian forces, eV/Å:
Pb -0.27 0.11 0.48
C 0.00 -0.05 0.07
C 0.03 0.00 -0.07
C -0.01 -0.04 -0.07
C -0.12 -0.01 0.15
C -0.06 -0.15 0.20
C -0.03 -0.08 -0.01
C 0.02 0.00 -0.02
H -0.01 0.06 -0.04
H -0.02 0.02 -0.01
H 0.02 0.02 0.01
H 0.00 -0.01 0.00
H 0.02 0.01 -0.01
H 0.00 -0.02 0.02
H 0.02 -0.01 0.00
H 0.03 0.01 -0.02
Se 0.30 0.17 -0.30
P 0.06 0.01 0.10
Se 0.16 0.29 -0.19
C -0.04 -0.22 0.02
C -0.07 0.01 -0.02
C 0.08 -0.05 0.05
C -0.05 0.01 0.00
C -0.01 0.05 -0.02
C 0.04 -0.06 0.02
C -0.17 -0.02 0.09
C 0.01 0.08 0.00
C 0.01 -0.01 -0.03
C -0.01 -0.03 -0.01
C 0.03 0.00 0.02
C 0.00 0.02 -0.02
H 0.05 0.05 0.00
H -0.04 0.03 0.03
H 0.02 -0.01 -0.03
H -0.01 0.01 0.03
H 0.00 0.04 -0.02
H 0.00 -0.05 -0.02
H -0.01 0.00 0.00
H 0.01 0.04 0.00
H -0.01 -0.03 -0.01
H 0.01 -0.03 0.00
C 0.12 -0.06 0.17
P -0.20 -0.13 -0.62
C -0.07 -0.01 0.15
C 0.11 0.10 0.02
C 0.03 0.05 -0.10
C -0.04 -0.02 0.05
C -0.02 0.00 0.05
C 0.01 0.01 -0.05
C -0.07 -0.06 0.06
H 0.02 0.02 -0.05
H -0.01 0.02 -0.02
H -0.08 0.07 -0.05
H 0.01 -0.03 -0.01
H 0.05 0.02 0.00
H 0.00 0.00 -0.03
H -0.05 0.00 0.04
H 0.00 -0.01 0.00
H 0.00 0.00 -0.01
H 0.01 -0.01 0.01
H 0.00 -0.01 -0.01
Br -0.12 0.12 0.04
C 0.01 0.03 -0.03
C 0.04 -0.12 -0.04
C -0.04 0.02 0.02
N 0.08 -0.04 -0.03
C 0.05 0.04 -0.01
C 0.04 -0.18 -0.02
H 0.00 0.01 0.01
H 0.00 0.02 0.00
H 0.01 0.01 0.01
H -0.01 0.06 0.01
F -0.10 0.00 -0.07
C 0.04 0.12 0.01
F -0.01 -0.07 0.12
F 0.05 -0.01 -0.04
C 0.10 -0.05 -0.02
C -0.05 -0.01 0.00
C 0.03 0.10 0.03
C 0.05 -0.19 0.09
C -0.02 -0.09 -0.04
C -0.04 0.08 0.04
P -0.16 0.32 -0.08
C 0.19 -0.13 0.07
C -0.09 0.08 -0.12
C -0.03 -0.05 0.01
C -0.01 -0.02 -0.05
C 0.02 0.02 0.02
C 0.00 0.02 0.04
C -0.03 -0.08 0.05
F 0.02 0.04 0.11
F -0.07 0.07 -0.06
F 0.07 -0.04 -0.06
C 0.15 -0.18 0.01
C -0.07 0.02 0.03
C -0.01 0.03 -0.07
C 0.14 0.00 0.08
C -0.06 -0.02 -0.05
C -0.05 -0.01 0.01
C 0.00 0.02 -0.11
F 0.01 0.13 0.04
F -0.15 -0.02 0.00
F 0.03 -0.06 0.04
H 0.01 0.00 -0.02
H -0.01 0.01 0.00
H -0.01 -0.01 0.05
H 0.02 0.01 -0.05
H 0.02 -0.03 0.04
H -0.01 0.04 -0.01
H -0.03 0.01 0.01
H 0.02 -0.03 0.00
H 0.03 -0.02 0.01
H 0.00 -0.02 0.01
H 0.01 -0.04 0.02
H 0.07 -0.01 -0.02

=====

# C13H27N8O2Pd

A molecular structure, C13H27N8O2Pd at a distorted geometry (wB97M-V/def2-TZVPD, the Open Molecules 2025 dataset).

**2S+1**: 3
**Total charge**: +1
**E**: -33407.72224 eV
**HOMO level (alpha / beta)**: -11.43 / -11.64 eV

Geometry (Å):
1 Pd 0.0362 -0.1087 0.2668
2 N 0.4577 -2.3957 -0.0023
3 N 1.2343 -2.0110 -1.1448
4 C 0.5555 -1.2251 -2.1748
5 O 1.0313 -1.2707 -3.2832
6 O -0.4329 -0.5452 -1.7757
7 H 1.0606 -2.8836 0.6597
8 H -0.3293 -3.0063 -0.2585
9 H 1.7702 -2.7659 -1.5740
10 C 0.0621 5.0902 -0.7207
11 N 0.9366 3.9994 -1.0764
12 C 2.0515 4.3205 -1.9576
13 C 2.8408 3.0145 -2.0236
14 N 2.2863 2.2541 -0.9213
15 C 2.7410 0.9028 -0.7372
16 C 1.1138 2.7877 -0.4774
17 N 0.4068 2.1544 0.4222
18 C -0.7679 2.6968 1.0759
19 C -1.1665 1.7923 2.2571
20 N -1.4312 0.4653 1.7572
21 C -2.0814 -0.4941 2.3318
22 N -2.6092 -0.6144 3.5671
23 C -2.6869 0.3538 4.6271
24 C -3.3539 -1.8547 3.6999
25 C -2.8364 -2.6697 2.5144
26 N -2.2556 -1.6763 1.6136
27 C -2.8907 -1.5599 0.3045
28 H 0.0817 5.8117 -1.5383
29 H 0.3969 5.6100 0.1852
30 H -0.9614 4.7486 -0.5956
31 H 2.6411 5.1506 -1.5480
32 H 1.6767 4.6221 -2.9380
33 H 3.9147 3.1590 -1.8837
34 H 2.6806 2.4873 -2.9728
35 H 3.7927 0.9190 -0.4444
36 H 2.6394 0.3312 -1.6686
37 H 2.1567 0.4098 0.0693
38 H -1.6192 2.7334 0.3821
39 H -0.5632 3.6944 1.4777
40 H -2.0564 2.2226 2.7280
41 H -0.3417 1.7717 2.9814
42 H -1.7860 0.9567 4.6629
43 H -2.7872 -0.1802 5.5717
44 H -3.5576 1.0070 4.5153
45 H -4.4300 -1.6506 3.6519
46 H -3.1344 -2.3315 4.6559
47 H -3.6140 -3.2432 2.0142
48 H -2.0425 -3.3520 2.8348
49 H -3.9236 -1.2021 0.3921
50 H -2.8985 -2.5430 -0.1612
51 H -2.3227 -0.8663 -0.3282

Cartesian forces, eV/Å:
Pd -0.07 0.64 0.22
N -0.31 0.34 -0.31
N 0.10 -0.26 -0.30
C 1.12 -1.16 -0.28
O 0.15 -0.04 -0.15
O -0.90 0.93 1.21
H -0.17 0.26 -0.17
H 0.36 0.23 0.15
H -0.24 0.21 0.07
C -0.22 0.09 0.26
N 0.07 -0.38 -0.11
C 0.23 0.08 -0.08
C 0.06 0.03 -0.19
N -0.16 0.18 -0.13
C -0.26 -0.23 0.17
C 0.33 0.05 0.19
N -0.34 -1.10 0.02
C -0.14 0.01 0.21
C 0.02 0.60 -0.11
N 0.44 -0.35 -0.69
C 0.07 -0.32 -0.03
N 0.22 -0.20 -0.35
C 0.00 0.38 0.18
C -0.31 -0.21 -0.07
C 0.12 -0.17 0.25
N -0.26 0.08 0.28
C 0.09 0.36 -0.25
H -0.06 -0.10 0.03
H -0.06 -0.05 -0.07
H -0.01 0.08 0.02
H -0.05 -0.14 0.01
H 0.03 0.01 0.08
H -0.09 0.00 -0.06
H 0.02 0.04 0.09
H -0.05 -0.13 0.06
H 0.00 0.00 0.17
H 0.70 0.35 -0.42
H 0.03 0.13 0.13
H -0.18 -0.04 -0.06
H 0.13 0.01 0.02
H -0.10 0.09 -0.05
H 0.01 0.04 0.08
H 0.08 0.05 -0.02
H 0.04 -0.01 0.02
H 0.04 -0.10 0.01
H -0.01 0.05 -0.03
H 0.00 0.02 0.05
H -0.19 -0.04 0.02
H 0.02 -0.05 -0.07
H 0.03 0.03 -0.10
H -0.32 -0.33 0.09